Formula: C11H7MnNO4
Source: OMol25
Level of theory: wB97M-V/def2-TZVPD

```
24
C11H7MnNO4 | OMol25 | wB97M-V/def2-TZVPD
C -2.1425 2.0573 -1.8328
C -1.6108 1.1261 -0.8235
C -2.2727 0.0278 -0.3944
C -1.6541 -0.8198 0.5550
O -2.2936 -1.4390 1.4422
C -0.1933 -0.9796 0.4759
C 0.4504 -2.1899 0.7665
C 1.8373 -2.2647 0.6382
C 2.5602 -1.1591 0.2296
C 1.9206 0.0504 -0.0594
O 2.6365 1.0992 -0.4898
N 2.8860 2.2071 0.5250
O 2.8415 1.8484 1.6030
C 0.5250 0.1281 0.0692
C -0.2537 1.3742 -0.2212
O 0.1412 2.4563 0.0553
H -1.4300 2.0855 -2.6580
H -2.2688 3.0653 -1.4499
H -3.0754 1.6800 -2.2331
H -3.2545 -0.1977 -0.7839
H -0.0947 -3.1150 1.0144
H 2.3252 -3.2037 0.8432
H 3.6278 -1.1936 0.0874
Mn -1.2076 -2.6438 2.6411
```

Results
HOMO energy (spin up / spin down) ... -16.70 / -16.73 eV
Electronic energy ... -1929.2810 Eh
Gap between HOMO and LUMO (spin up / spin down) ... 6.1 / 6.1 eV
M ... 272.118 g/mol
Spin multiplicity ... 6
Net charge ... +2
Expectation value of S² ... 8.754


Formula: C5H7NO
Source: OMol25
Level of theory: wB97M-V/def2-TZVPD

```
14
C5H7NO | OMol25 | wB97M-V/def2-TZVPD
H 2.7192 -1.5229 0.2809
N 1.8067 -1.6185 0.7246
C 0.9850 -0.7728 0.2778
O 1.2409 0.2003 -0.6625
C 0.3954 1.3240 -0.3546
C -0.8705 0.7314 0.2496
C -1.3433 -0.4200 -0.5670
C -0.4449 -0.6532 0.6402
H 0.2090 1.8934 -1.2688
H 0.9476 1.9387 0.3623
H -1.5339 1.3400 0.8563
H -0.9487 -0.4414 -1.5828
H -2.3355 -0.8378 -0.4752
H -0.8269 -1.1613 1.5192
```

Results
HOMO energy ... -9.79 eV
Electronic energy ... -324.6774 Eh
Gap between HOMO and LUMO ... 10.8 eV
M ... 97.117 g/mol
SMILES string ... [H]/N=C1\OC[C@H]2C[C@@H]12


Formula: C2H6O2S2
Source: OMol25
Level of theory: wB97M-V/def2-TZVPD

```
12
C2H6O2S2 | OMol25 | wB97M-V/def2-TZVPD
O 2.3714 2.1323 -2.1642
C 2.1188 2.3701 -1.0296
O 0.8357 2.6805 -0.6221
H 2.8572 2.3908 -0.2197
H 0.4328 1.8400 -0.3151
C -1.7629 -2.3644 0.2197
S -0.4138 -1.1923 -0.1929
S -0.5376 0.2622 1.1981
H -1.6669 -2.5437 1.2841
H -2.6981 -1.9569 -0.1444
H -1.5414 -3.2978 -0.2862
H 0.0049 -0.3208 2.2724
```

Results
HOMO energy ... -9.47 eV
Electronic energy ... -1026.6376 Eh
Gap between HOMO and LUMO ... 9.9 eV
M ... 126.202 g/mol
SMILES string ... O=CO.CSS


Formula: C4H7N3
Source: OMol25
Level of theory: wB97M-V/def2-TZVPD

```
14
C4H7N3 | OMol25 | wB97M-V/def2-TZVPD
C 1.7773 -0.2514 -1.7367
C 0.9290 -0.3739 -0.5152
C -0.4206 -0.5488 -0.3162
N -0.6406 -0.0350 0.9220
C -1.8712 0.4332 1.5246
N 0.5004 0.3848 1.4688
N 1.4478 0.1636 0.6241
H 2.0950 0.7967 -1.7379
H 2.6852 -0.8567 -1.7075
H 1.2189 -0.4286 -2.6553
H -1.2215 -0.9984 -0.8867
H -1.6841 1.4580 1.8529
H -2.1461 -0.1796 2.3826
H -2.6695 0.4361 0.7806
```

Results
HOMO energy ... -9.25 eV
Electronic energy ... -320.8440 Eh
Gap between HOMO and LUMO ... 10.1 eV
M ... 97.121 g/mol
SMILES string ... Cc1cn(C)nn1


Formula: C21H38ClO3P2Pb
Source: OMol25
Level of theory: wB97M-V/def2-TZVPD

```
66
C21H38ClO3P2Pb | OMol25 | wB97M-V/def2-TZVPD
C -6.6262 -3.1759 0.7660
C -5.1994 -2.7529 0.7766
H -7.0001 -3.1911 1.7883
H -6.7130 -4.1714 0.3249
H -7.2127 -2.4731 0.1726
O -4.4827 -2.4988 1.7219
Cl -4.4976 -2.6252 -0.8878
Pb -1.3071 -0.6376 0.1564
P -0.1153 -3.0537 0.8538
C 0.9484 -3.3793 2.2971
C -1.3540 -4.3819 0.8369
H -0.8579 -5.3646 0.7919
H 1.3168 -4.4288 -0.5802
H -2.0063 -4.2593 -0.0445
H 0.3695 -3.2351 -1.5164
H 0.3663 -3.1937 3.2103
H -1.9620 -4.3226 1.7550
C 0.9511 -3.3917 -0.5927
H 1.2952 -4.4234 2.2935
H 1.8125 -2.7044 -0.5955
H 1.8171 -2.7052 2.2761
P -2.2687 1.9839 0.3360
C -1.8187 3.1926 1.6245
C -1.7183 2.7800 -1.2170
H -4.4169 1.3187 -0.5502
H -4.4277 3.0462 -0.0524
H -4.5306 1.7482 1.1890
C -4.0857 2.0348 0.2214
H -1.9142 2.0967 -2.0608
H -2.2699 3.7187 -1.3826
H -2.2827 4.1697 1.4194
H -0.7243 3.3055 1.6403
H -0.6379 2.9915 -1.1669
H -2.1614 2.8189 2.5996
C -1.4998 -0.4696 2.7241
O -1.2352 -0.2265 3.8125
C 2.9549 0.4082 2.4145
C 2.4329 1.6881 1.7695
C 2.8422 2.9493 2.5386
C 2.8239 1.7481 0.2914
C 3.9280 2.4401 -0.1899
C 4.3235 2.3851 -1.5477
C 3.5245 1.6596 -2.4459
C 2.3771 0.9993 -2.0172
C 1.5041 0.2396 -2.9980
C 0.9726 1.1526 -4.0978
C 2.2907 -0.8890 -3.6553
C 2.0136 1.0110 -0.6367
O 0.9493 0.3996 -0.2314
H 2.4976 -0.4755 1.9600
H 4.0407 0.3333 2.3146
H 2.7024 0.3766 3.4868
H 1.3370 1.6538 1.8011
H 3.9285 3.0094 2.6947
H 2.4974 3.8408 1.9915
H 2.3448 2.9436 3.5246
H 4.4984 3.0389 0.5221
H 5.2348 2.9091 -1.8804
H 3.7899 1.6043 -3.5081
H 0.6616 -0.1830 -2.4384
H 1.8153 1.6114 -4.6339
H 0.3903 0.5532 -4.8041
H 0.3281 1.9402 -3.6873
H 2.6218 -1.6274 -2.9155
H 1.6565 -1.3888 -4.3942
H 3.1673 -0.4710 -4.1686
```

Results
HOMO energy (spin up / spin down) ... -17.06 / -16.35 eV
Electronic energy ... -2383.4083 Eh
Gap between HOMO and LUMO (spin up / spin down) ... 4.8 / 3.0 eV
M ... 643.133 g/mol
Net charge ... +3


Formula: CH3N3O2S
Source: OMol25
Level of theory: wB97M-V/def2-TZVPD

```
10
CH3N3O2S | OMol25 | wB97M-V/def2-TZVPD
C -0.7634 1.1147 -0.0259
N 0.3980 0.6428 -0.1883
N 1.3090 0.0033 -0.3949
N 1.2673 -2.2050 -0.7695
O 2.0655 -0.7445 -2.7612
O -0.2515 -0.9266 -2.0891
S 1.1149 -1.1490 -1.8092
H -1.5194 0.3211 0.0899
H -0.9923 2.0624 -0.2632
H 2.2755 -2.2348 -0.5653
```

Results
HOMO energy ... -10.27 eV
Electronic energy ... -752.6734 Eh
Gap between HOMO and LUMO ... 9.6 eV
M ... 121.121 g/mol


Formula: C9H23N3Si
Source: OMol25
Level of theory: wB97M-V/def2-TZVPD

```
36
C9H23N3Si | OMol25 | wB97M-V/def2-TZVPD
C 0.9844 1.6537 2.6912
C 1.0312 1.9888 1.2540
Si 1.3756 0.8061 -0.1090
N 1.3882 1.1323 -1.7910
C 0.6947 2.1457 -2.5354
N 2.1253 -0.8059 0.0464
C 3.2977 -1.2592 -0.6176
C 1.8046 -1.6238 1.1972
H 0.0274 1.0135 2.9258
H 0.8125 2.4982 3.3182
H 1.9462 1.1293 3.0888
H 0.4927 2.8607 0.9762
H 2.0866 0.7115 -2.4207
H 1.2881 2.5301 -3.3131
H -0.2372 1.9214 -3.1047
H 0.4382 3.0068 -1.8767
H 4.1869 -1.3822 0.0941
H 3.1036 -2.1894 -1.0274
H 3.5273 -0.6318 -1.4584
H 2.4337 -1.2873 2.1128
H 0.7205 -1.6394 1.5086
H 2.1818 -2.6629 0.9808
C -3.4249 -0.1703 2.0814
C -2.8318 -0.3242 0.6961
N -3.0951 -1.2162 -0.1554
C -2.0894 -1.2303 -1.2076
C -2.7432 -0.5875 -2.4653
H -3.9891 -0.9307 2.5427
H -2.3870 -0.1829 2.7398
H -3.9163 0.7619 2.2773
H -1.9238 0.1785 0.6213
H -1.7412 -2.2006 -1.3729
H -1.3100 -0.5275 -0.9466
H -2.2743 -0.7574 -3.4036
H -3.7812 -0.8704 -2.3821
H -2.6759 0.4336 -2.2979
```

Results
HOMO energy ... -7.09 eV
Electronic energy ... -810.3466 Eh
Gap between HOMO and LUMO ... 7.7 eV
M ... 201.390 g/mol
SMILES string ... C/C=[Si](/NC)N(C)C.C/C=N/CC


Formula: C31H28AsCl2HfN7O8STe
Source: OMol25
Level of theory: wB97M-V/def2-TZVPD

```
80
C31H28AsCl2HfN7O8STe | OMol25 | wB97M-V/def2-TZVPD
Hf 0.6880 -0.0176 -0.1967
Cl 1.4101 5.4882 3.9955
C 1.6621 3.9251 3.2522
C 0.9958 3.6460 2.0638
C 1.1980 2.4268 1.4211
N 0.7019 2.0523 0.1861
C 0.0885 2.9045 -0.7404
O -0.3526 4.0690 -0.4719
C 0.0221 2.3030 -2.0209
C -0.5419 3.0362 -3.0963
C -0.5488 2.5502 -4.3670
C 0.0570 1.2378 -4.5745
C 0.5708 0.5578 -3.5169
N 0.5934 0.9806 -2.2138
C 2.0854 1.4739 2.0119
C 2.7254 1.7683 3.2024
C 2.5182 2.9986 3.8206
Cl 3.3841 3.3439 5.3024
N 2.3063 0.3496 1.1986
C 3.3439 -0.4907 1.3076
O 4.1228 -0.6251 2.2502
C 3.5684 -1.2335 0.0148
C 4.6667 -2.0602 -0.0957
C 4.9551 -2.6572 -1.3081
C 4.1088 -2.4064 -2.3697
C 3.0247 -1.5713 -2.1745
N 2.7494 -0.9599 -1.0226
H 0.3523 4.3773 1.5955
H -0.9395 4.0129 -2.8443
H -0.9519 3.1194 -5.1977
H 0.0999 0.7889 -5.5610
H 0.9870 -0.4260 -3.7063
H 3.4108 1.0518 3.6265
H 5.2588 -2.2170 0.7952
H 5.8163 -3.3027 -1.4260
H 4.2609 -2.8627 -3.3379
H 2.3642 -1.3528 -2.9966
O -2.0969 -2.3008 0.7705
As -1.3481 -1.4368 2.1122
O -2.6459 -1.0985 3.0523
O -0.3836 -0.1307 1.6668
C -0.2754 -2.8447 2.8728
C -0.4409 -3.1151 4.2214
C 0.2886 -4.1241 4.8284
C 1.1805 -4.8808 4.0879
C 1.3508 -4.6260 2.7378
C 0.6297 -3.6017 2.1348
S 0.8677 -3.4367 0.3838
O -0.0929 -4.4115 -0.2325
O 2.2292 -3.7773 0.1146
O 0.4896 -2.0395 0.0296
H -3.0401 -2.2183 0.9643
H -1.1578 -2.5211 4.7744
H 0.1680 -4.3202 5.8865
H 1.7499 -5.6680 4.5648
H 2.0419 -5.2004 2.1340
C -4.1573 3.1083 -0.0360
C -2.8828 2.9513 0.7679
N -2.3283 1.6307 0.5167
C -2.3522 1.0037 -0.6921
N -1.5669 -0.0214 -0.9007
C -1.8601 -0.9255 -2.0113
C -3.2669 -0.7571 -2.5500
C -3.4448 0.7178 -2.8395
N -3.3267 1.4148 -1.5705
C -3.8371 2.7718 -1.4812
H -4.5384 4.1291 0.0389
H -4.9217 2.4161 0.3315
H -3.0830 3.0216 1.8384
H -2.1599 3.7241 0.4886
H -1.5850 1.3221 1.1285
H -1.7123 -1.9415 -1.6547
H -1.1631 -0.7565 -2.8324
H -3.9986 -1.0619 -1.7926
H -3.4012 -1.3693 -3.4442
H -4.4348 0.9394 -3.2479
H -2.6872 1.0559 -3.5572
H -4.7355 2.8226 -2.1002
H -3.1064 3.4894 -1.8728
Te 0.2733 -4.2121 -2.4367
```

Results
HOMO energy ... 0.80 eV
Electronic energy ... -6053.9929 Eh
Gap between HOMO and LUMO ... 2.8 eV
M ... 1110.591 g/mol
Net charge ... -2


Formula: C5H8N4O3
Source: OMol25
Level of theory: wB97M-V/def2-TZVPD

```
20
C5H8N4O3 | OMol25 | wB97M-V/def2-TZVPD
N -2.4941 1.5922 0.3103
N -3.3689 0.5370 0.2515
C -2.8981 -0.6283 0.1241
O -1.5284 -0.8289 -0.0324
C -1.0981 -2.1051 -0.1643
O -1.7836 -3.0866 -0.1721
H -2.9722 2.4304 0.0175
H -1.6350 1.4428 -0.2079
H -3.5161 -1.5109 0.1142
H -0.0703 -2.0740 -0.2455
C 1.9470 1.7624 -0.5066
C 2.0897 0.3297 -0.1185
C 2.5346 -0.2648 1.0167
O 2.4627 -1.5833 0.8564
N 1.9580 -1.8174 -0.4206
N 1.7478 -0.7018 -0.9652
H 2.2728 2.4226 0.3146
H 2.5462 1.9856 -1.3931
H 0.8937 1.9975 -0.7411
H 2.9125 0.1008 1.9620
```

Results
HOMO energy ... -9.15 eV
Electronic energy ... -639.9670 Eh
Gap between HOMO and LUMO ... 9.7 eV
M ... 172.144 g/mol
SMILES string ... N/N=C\OC=O.Cc1conn1


Formula: C10H8N2
Source: OMol25
Level of theory: wB97M-V/def2-TZVPD

```
20
C10H8N2 | OMol25 | wB97M-V/def2-TZVPD
C 1.6030 -2.9485 0.1197
C 0.1554 -2.9244 0.3015
C -0.4757 -1.7078 0.2508
C 0.2472 -0.5296 -0.0197
C -0.3984 0.8688 -0.1153
N -1.6998 0.8296 0.0490
C -2.3911 2.0000 0.0014
C -1.6739 3.1469 -0.1558
C -0.3012 3.0863 -0.2853
N 0.3641 1.8822 -0.2315
C 1.6275 -0.6010 -0.1386
C 2.3315 -1.8502 -0.0441
H 2.2163 -3.9590 0.2096
H -0.3848 -3.7842 0.6267
H -1.4691 -1.5678 0.5323
H -3.5923 1.8837 0.0227
H -1.9999 4.0203 -0.0529
H 0.3216 3.8756 -0.5304
H 2.3437 0.0605 -0.1730
H 3.1760 -1.7814 -0.3671
```

Results
HOMO energy ... -8.87 eV
Electronic energy ... -495.2682 Eh
Gap between HOMO and LUMO ... 9.3 eV
M ... 156.188 g/mol
SMILES string ... c1ccc(-c2ncccn2)cc1


Formula: C5H10O2
Source: OMol25
Level of theory: wB97M-V/def2-TZVPD

```
17
C5H10O2 | OMol25 | wB97M-V/def2-TZVPD
C -1.3443 -0.7590 1.0129
C -0.4370 -0.3201 -0.7729
C 1.0056 0.0806 -0.9076
C 1.8472 -0.2982 0.3084
O 1.4946 0.4532 1.4532
C -1.4052 0.7240 -1.1077
O -1.1563 0.8409 0.2903
H -0.5457 -1.4699 1.2087
H -1.6091 -0.2468 1.9444
H -2.2076 -1.2380 0.5604
H 1.1380 1.1601 -1.1022
H 1.3842 -0.4582 -1.7886
H 2.9092 -0.1209 0.0959
H 1.7264 -1.3735 0.5124
H 0.6754 0.9276 1.2535
H -2.4366 0.4705 -1.3643
H -1.0391 1.6278 -1.5967
```

Results
HOMO energy ... -8.13 eV
Electronic energy ... -346.7689 Eh
Gap between HOMO and LUMO ... 8.9 eV
M ... 102.133 g/mol


Formula: C13H17N3OS
Source: OMol25
Level of theory: wB97M-V/def2-TZVPD

```
35
C13H17N3OS | OMol25 | wB97M-V/def2-TZVPD
C -1.3496 -1.2849 2.1375
N -2.2514 -1.1190 1.0228
C -2.4917 0.0402 0.3639
S -3.6712 0.0599 -0.7990
N -1.7672 1.1245 0.7071
C -1.7736 2.3414 -0.0686
C -0.7408 2.3163 -1.2108
C 0.6172 1.9749 -0.6943
C 1.5754 2.8282 -0.2266
N 2.6503 2.1220 0.2414
C 2.4054 0.7866 0.0825
C 3.1670 -0.3297 0.4102
C 2.6390 -1.5683 0.1357
C 1.3754 -1.7177 -0.4700
O 0.9906 -3.0143 -0.6761
C -0.2267 -3.2444 -1.3426
C 0.6159 -0.6134 -0.8003
C 1.1294 0.6537 -0.5089
H -0.3202 -1.0740 1.8325
H -1.3973 -2.3181 2.4711
H -1.6158 -0.6328 2.9760
H -2.9356 -1.8392 0.8514
H -0.9283 0.9664 1.2463
H -1.5566 3.1690 0.6120
H -2.7766 2.4636 -0.4821
H -1.0534 1.5716 -1.9440
H -0.7330 3.2952 -1.6913
H 1.5701 3.9012 -0.1976
H 3.4972 2.5210 0.6076
H 4.1419 -0.2297 0.8632
H 3.1859 -2.4673 0.3704
H -0.2177 -2.8211 -2.3521
H -1.0760 -2.8319 -0.7887
H -0.3285 -4.3267 -1.4071
H -0.3491 -0.7033 -1.2716
```

Results
HOMO energy ... -7.86 eV
Electronic energy ... -1143.2916 Eh
Gap between HOMO and LUMO ... 8.5 eV
M ... 263.366 g/mol
SMILES string ... CNC(=S)NCCc1c[nH]c2ccc(OC)cc12